[1]
Below is 3 unconnected molecules or ions with the total composition C2H10O2S, with properties calculated with the ωB97M-V functional and the def2-TZVPD basis.

E_LUMO = 0.36 eV
SMILES string = CCS.O.O

Geometry as XYZ:
```
15
Properties=species:S:1:pos:R:3:forces:R:3:lowdin_charge:R:1
C -0.1060 1.2897 1.0451 3.1 0.5 1.6 -0.118
C 1.2294 0.6677 1.7551 -1.0 1.5 -2.0 -0.527
S 2.6041 0.4399 0.5545 1.8 1.8 2.9 0.704
H -0.3603 2.2276 1.4972 -0.2 0.4 0.7 0.052
H -0.8856 0.6270 1.1417 -1.9 -1.5 0.3 0.025
H -0.0130 1.5659 0.0241 0.6 -0.3 -1.0 0.038
H 1.6077 1.2585 2.5893 0.1 0.6 -0.5 0.054
H 1.0750 -0.2488 2.2429 -0.8 -1.5 0.2 0.021
H 2.0353 -0.1205 -0.4007 -1.9 -1.5 -2.2 -0.249
O -0.1401 -2.4850 -1.5375 -0.2 -5.4 -3.0 0.021
H -0.0025 -1.7284 -1.1239 1.1 5.5 3.0 -0.068
H -1.0793 -2.5844 -1.5669 -0.8 -0.4 0.2 0.024
O -1.6591 -0.0749 -1.9420 -2.2 -1.4 -0.7 -0.108
H -2.6445 0.1261 -1.8506 2.0 -0.3 -0.2 0.078
H -1.6613 -0.9603 -2.4284 0.1 2.0 0.8 0.053
```
Positions in Å, forces in eV/Å.

[2]
Below is 8 unconnected molecules or ions with the total composition C28H70N6O8, with properties calculated with the ωB97M-V functional and the def2-TZVPD basis.

E_LUMO = 0.22 eV
SMILES string = CC1(C)CCCC(C)(C)N1O.CC1(C)CCCC(C)(C)N1O.NC(N)=O.NC(N)=O.CCO.CCO.CCO.CCO

Geometry as XYZ:
```
112
Properties=species:S:1:pos:R:3:forces:R:3:lowdin_charge:R:1
C 24.1196 -23.5071 29.6633 0.4 0.0 -0.1 -0.030
C 23.4421 -24.5591 30.5389 -0.2 0.6 0.7 -0.509
C 22.5634 -23.8191 31.5728 0.6 -0.2 -0.2 -0.007
C 22.5866 -25.4275 29.6267 -0.9 0.0 0.5 -0.128
C 22.1232 -26.7218 30.2858 0.7 0.0 0.3 -0.175
C 23.3127 -27.4894 30.8395 0.0 -0.6 -0.2 -0.139
C 24.2344 -26.6936 31.7505 0.0 0.1 0.8 -0.518
C 23.6779 -26.6747 33.1963 -0.2 0.2 0.0 -0.029
C 25.5806 -27.4072 31.8239 0.5 -0.5 0.2 -0.035
N 24.4655 -25.3570 31.2148 0.3 -0.5 -1.5 -0.108
O 25.3043 -24.5818 32.0132 0.0 0.1 0.4 -0.020
H 23.3706 -22.8846 29.1680 0.0 -0.1 0.0 0.071
H 24.7870 -22.8588 30.2330 -0.1 0.0 0.1 0.080
H 24.7361 -24.0031 28.9078 -0.1 0.0 0.0 0.088
H 23.2454 -23.2863 32.2375 -0.2 0.2 0.1 0.082
H 21.9404 -23.0756 31.0824 -0.2 -0.1 0.1 0.063
H 21.9808 -24.5194 32.1673 -0.3 0.1 0.0 0.069
H 21.6763 -24.8397 29.4600 0.2 0.1 -0.5 0.105
H 23.0833 -25.5816 28.6695 0.0 -0.2 0.0 0.125
H 21.4617 -26.4934 31.1283 -0.2 0.0 -0.2 0.110
H 21.5943 -27.3589 29.5764 -0.2 0.1 0.0 0.105
H 23.9121 -27.9204 30.0316 -0.1 0.2 -0.2 0.117
H 22.9672 -28.3524 31.4200 0.0 0.0 -0.1 0.124
H 24.3231 -26.0707 33.8389 0.0 -0.1 0.1 0.079
H 23.6717 -27.6863 33.5998 0.0 0.0 0.0 0.081
H 22.6664 -26.2730 33.2900 0.0 0.0 -0.2 0.071
H 25.5414 -28.2439 32.5281 -0.1 0.0 0.0 0.083
H 26.3665 -26.7374 32.1681 -0.1 0.1 0.0 0.081
H 25.8910 -27.8398 30.8707 -0.1 0.3 -0.1 0.081
H 24.8189 -24.3841 32.8322 0.1 0.1 -0.1 0.085
C 22.0518 -23.5900 24.3862 -0.1 -0.6 0.0 -0.016
C 22.1982 -22.2654 25.1317 0.0 -0.2 0.2 -0.519
C 23.4030 -22.3484 26.0643 0.2 -0.5 -0.1 -0.031
C 22.4185 -21.1095 24.1693 0.3 0.3 -0.2 -0.136
C 21.1685 -20.7414 23.3956 0.0 -0.3 -0.4 -0.175
C 20.0430 -20.4183 24.3547 -0.2 1.0 -0.5 -0.139
C 19.7511 -21.5384 25.3293 -0.4 -0.8 0.0 -0.505
C 18.7406 -21.0332 26.3405 -0.2 0.0 1.2 -0.047
C 19.0809 -22.7277 24.6202 -0.2 -0.5 0.2 -0.015
N 21.0373 -21.8987 25.9681 0.0 0.5 0.7 -0.091
O 20.8920 -22.8163 27.0539 -0.4 0.1 -0.7 -0.060
H 21.5639 -24.3420 25.0167 0.0 0.1 0.0 0.081
H 21.4820 -23.5181 23.4621 0.1 0.1 0.0 0.066
H 23.0259 -24.0139 24.1343 0.1 0.2 0.0 0.091
H 24.3029 -22.5475 25.4761 0.0 0.4 -0.1 0.093
H 23.4950 -21.4229 26.6288 0.2 0.0 0.1 0.076
H 23.3375 -23.1937 26.7505 -0.2 0.2 0.1 0.070
H 22.7593 -20.2530 24.7614 -0.1 0.1 -0.1 0.124
H 23.2372 -21.3726 23.4937 0.0 0.0 0.0 0.129
H 21.3527 -19.9367 22.6818 0.0 0.2 0.2 0.116
H 20.8837 -21.5842 22.7526 0.0 0.0 0.1 0.102
H 19.1339 -20.1383 23.8093 0.0 -0.4 0.0 0.130
H 20.2611 -19.4968 24.9099 0.3 -0.2 0.1 0.129
H 17.8005 -20.7732 25.8538 0.1 0.2 -0.2 0.092
H 19.0765 -20.1841 26.9432 0.2 0.1 -0.4 0.083
H 18.4624 -21.7749 27.0966 0.2 -0.3 -0.2 0.068
H 18.0262 -22.5233 24.4233 0.1 0.3 -0.3 0.091
H 19.0272 -23.6200 25.2590 0.3 0.1 0.0 0.079
H 19.5934 -23.0116 23.7068 -0.2 0.0 -0.1 0.062
H 20.4842 -23.6339 26.7120 0.1 -0.1 0.2 0.051
N 24.5454 -18.4470 30.4008 0.7 0.2 0.0 0.157
C 25.1426 -17.2090 30.3236 -0.4 0.4 -0.3 -0.656
N 26.5151 -17.2098 30.0842 -1.3 -0.2 0.2 0.131
O 24.5195 -16.1547 30.3956 0.4 -0.7 0.1 0.010
H 23.5706 -18.5729 30.6269 -0.2 0.3 -0.1 0.064
H 25.0719 -19.2709 30.1785 0.0 -0.1 0.1 0.085
H 27.0685 -18.0374 30.1675 0.2 0.1 -0.1 0.081
H 26.8898 -16.3053 29.8789 0.3 0.0 0.1 0.092
N 21.8104 -19.9317 28.1933 -0.5 -0.3 0.5 0.183
C 21.3131 -20.1030 29.4585 0.5 0.0 0.1 -0.601
N 20.5807 -21.2402 29.6009 -0.1 0.0 -0.4 0.195
O 21.5692 -19.3056 30.3821 -0.2 -0.4 -0.3 -0.024
H 22.4689 -19.2010 28.0053 0.0 0.2 0.1 0.102
H 21.5197 -20.5818 27.4670 0.3 0.3 -0.2 0.053
H 20.0678 -21.4967 30.4374 0.2 0.2 0.1 0.065
H 20.5474 -21.8852 28.8169 0.0 0.2 0.1 0.057
C 21.0814 -18.5092 34.8573 0.2 0.9 -0.2 -0.089
C 20.1138 -18.7926 33.7199 -0.5 -0.1 0.6 -0.313
O 20.5350 -19.8356 32.8678 0.1 0.0 -0.1 -0.114
H 21.9488 -17.9318 34.5219 0.0 -0.2 -0.1 0.073
H 21.4352 -19.4093 35.3525 -0.1 -0.1 0.0 0.071
H 20.5769 -17.8580 35.5790 0.0 -0.2 0.1 0.072
H 19.8621 -17.8824 33.1681 0.3 0.0 -0.1 0.118
H 19.1629 -19.0927 34.1831 0.1 -0.2 -0.2 0.107
H 21.0237 -19.4977 32.0847 -0.2 -0.1 0.0 0.054
C 18.5040 -23.3890 34.0136 0.2 0.5 -0.1 -0.081
C 18.2539 -22.6510 32.7049 0.3 -0.4 -0.1 -0.302
O 19.4889 -22.2708 32.0977 -0.4 0.2 0.3 -0.132
H 19.1475 -24.2448 33.8169 -0.1 -0.2 0.1 0.070
H 17.5669 -23.6890 34.4835 0.0 -0.1 0.0 0.073
H 19.0446 -22.7332 34.7012 -0.1 0.0 0.1 0.074
H 17.6085 -21.7796 32.8451 0.0 0.0 0.0 0.112
H 17.7707 -23.3411 32.0083 -0.1 0.2 -0.1 0.096
H 19.7969 -21.4616 32.5600 0.2 -0.1 -0.2 0.051
C 16.6667 -18.5959 29.8347 -0.1 0.7 -0.3 -0.088
C 16.3537 -19.7634 28.9306 0.0 0.6 0.2 -0.322
O 15.4936 -19.2931 27.8860 0.2 -0.3 0.1 -0.082
H 15.7710 -18.0282 30.0975 -0.1 -0.3 0.2 0.077
H 17.3053 -17.8833 29.3046 0.1 -0.1 0.1 0.079
H 17.1897 -18.9288 30.7249 0.1 0.0 0.2 0.067
H 15.8665 -20.5508 29.5138 0.1 -0.2 -0.2 0.111
H 17.3234 -20.0844 28.5396 -0.2 -0.5 -0.2 0.081
H 15.1544 -20.0576 27.4116 0.0 0.1 0.0 0.075
C 18.5690 -24.3928 28.8021 -0.8 -0.2 0.1 -0.068
C 19.1112 -25.7172 28.3476 1.1 -0.6 -0.3 -0.261
O 19.9663 -25.5464 27.1685 -0.6 0.2 0.4 -0.106
H 19.3502 -23.6962 29.0916 0.1 0.1 -0.3 0.055
H 17.9430 -24.5216 29.6912 0.1 -0.2 0.0 0.079
H 17.8890 -23.9963 28.0442 0.3 0.3 -0.1 0.079
H 18.3507 -26.4599 28.0966 -0.3 0.3 0.1 0.118
H 19.7477 -26.1690 29.1161 -0.2 0.1 0.1 0.084
H 19.9200 -26.3618 26.6631 0.1 0.0 -0.1 0.087
```
Positions in Å, forces in eV/Å.

[3]
Below is C7H8 in the gas phase, with properties calculated with the ωB97M-V functional and the def2-TZVPD basis.

E_LUMO = 1.13 eV
SMILES string = C1=C[C@H]2C[C@]23C[C@@H]13

Geometry as XYZ:
```
15
Properties=species:S:1:pos:R:3:forces:R:3:lowdin_charge:R:1
C -0.9092 1.2053 0.8354 2.7 -2.9 -2.5 -0.031
C 0.4189 1.0755 1.0127 1.1 0.3 0.3 -0.075
C 1.1166 0.4892 -0.2186 -0.6 2.2 0.1 -0.198
C 1.4640 -0.7262 -0.9094 1.4 -1.2 -1.3 -0.092
C -0.0857 -0.5440 -0.8001 2.2 2.8 -0.1 -0.208
C -0.9892 -1.1412 0.1730 -0.9 -2.6 -0.3 -0.134
C -1.3319 0.2246 -0.3048 0.8 0.9 -0.2 -0.170
H -1.5556 1.6036 1.5222 -1.7 1.1 1.4 0.070
H 0.9946 1.4838 1.8807 -0.6 -0.3 -0.9 0.106
H 1.4593 1.3792 -0.9417 -1.4 -1.8 1.5 0.168
H 2.1954 -0.5252 -1.8012 -2.1 -0.3 1.1 0.133
H 1.7914 -1.7002 -0.5156 -0.5 0.5 0.4 0.105
H -1.0427 -1.1900 1.2338 1.0 -0.3 0.9 0.095
H -1.3565 -2.1115 -0.2817 -0.3 1.4 0.4 0.131
H -2.1694 0.4772 -0.8846 -1.1 0.1 -0.8 0.099
```
Positions in Å, forces in eV/Å.

[4]
Below is 2 unconnected molecules or ions with the total composition C6H15N3, with properties calculated with the ωB97M-V functional and the def2-TZVPD basis.

charge = +2
E_LUMO (alpha / beta) = -9.74 / -8.38 eV

Geometry as XYZ:
```
24
Properties=species:S:1:pos:R:3:forces:R:3:lowdin_charge:R:1
C -2.2821 -0.4583 0.1255 2.3 -0.2 1.7 -0.110
C 2.1697 -1.0734 0.0088 -4.8 1.3 -0.9 -0.129
C 1.2061 -0.3540 0.9443 1.5 0.0 1.9 -0.125
C 1.6289 -0.7470 -1.3411 0.7 -0.6 -2.3 -0.065
C 0.4687 0.7074 0.2296 -1.1 -0.3 -0.6 -0.153
C -0.0400 2.0328 0.7345 1.7 -1.0 1.0 -0.002
N -3.0496 -0.0719 -0.8134 -2.3 -0.5 -0.8 0.190
N -2.4406 -1.2304 1.1816 -0.3 0.4 -0.1 0.182
N 1.0072 0.6999 -1.1939 1.7 -2.6 0.5 0.131
H 3.0198 -0.5951 0.0703 4.7 2.3 0.5 0.077
H 2.3807 -2.0618 0.1275 0.0 -2.9 0.6 0.120
H 0.7319 -1.0229 1.6454 -1.2 -0.3 -0.2 0.125
H 1.8781 0.0918 1.7097 -0.4 0.6 -0.2 0.158
H 2.5281 -0.7466 -2.0412 -1.6 0.4 0.3 0.168
H 0.8761 -1.4570 -1.7359 0.2 0.7 0.3 0.144
H 0.4693 2.2146 1.7420 -0.3 0.2 -1.5 0.136
H -1.0872 2.0654 1.0122 -0.2 0.1 -0.6 0.082
H 0.2803 2.6846 -0.0836 -0.6 0.9 0.8 0.097
H -2.9230 0.5583 -1.6111 0.8 -0.3 0.7 0.157
H -4.0072 -0.4525 -0.8173 0.2 0.2 0.0 0.165
H -1.7883 -1.3685 1.9681 0.2 0.5 -1.1 0.144
H -3.3457 -1.5911 1.4726 -0.4 0.0 -0.4 0.147
H 1.8559 1.2431 -1.3247 0.2 0.9 0.5 0.184
H 0.4628 0.9326 -2.0096 -1.0 0.1 0.0 0.177
```
Positions in Å, forces in eV/Å.

What maximum force values result from the calculations? In sequence: 6.36; 1.57; 4.67; 5.29 eV/A.